Record 1
Below is a gas-phase ion, C10H24BFO3P (charge -1), with properties calculated with the ωB97M-V functional and the def2-TZVPD basis.

Computed properties:
* HOMO-LUMO gap: 7.852 eV
* E_tot: -29587.1434 eV
* charge: -1
* HOMO energy: -4.80 eV

Atoms and positions in Å:
C 2.8813 -2.7264 -0.2940
C 2.3521 -1.2962 -0.1849
O 2.9684 -0.4454 -1.1647
P 2.0492 0.6773 -1.8749
O 2.7478 1.1304 -3.0745
C 0.4113 0.0277 -2.2772
C -0.6395 0.2594 -1.1755
C -2.0718 0.0117 -1.5788
B -3.1174 0.3500 -0.3248
C -3.3810 -0.9489 0.6582
C -2.2413 -1.3067 1.6400
C -1.7410 -0.1563 2.4814
F -0.5465 0.4116 2.0124
O 1.8057 1.9456 -0.9121
C 2.1751 1.8369 0.4770
C 1.6845 3.0850 1.1769
H 3.5865 -2.8447 -1.1056
H 3.3695 -2.9974 0.6344
H 2.0520 -3.4144 -0.3935
H 2.6125 -0.9205 0.7977
H 1.2698 -1.3171 -0.2390
H 0.1097 0.6042 -3.1438
H 0.4617 -1.0074 -2.6019
H -0.4128 -0.3757 -0.3226
H -0.5620 1.2849 -0.8330
H -2.2389 -1.0245 -1.8813
H -2.3691 0.6501 -2.4090
H -4.1901 0.7100 -0.8152
H -2.7071 1.3080 0.3340
H -4.2512 -0.7384 1.2819
H -3.5519 -1.8280 0.0386
H -1.4277 -1.8189 1.1332
H -2.6352 -2.0399 2.3490
H -1.5282 -0.5192 3.4888
H -2.5022 0.6137 2.5573
H 3.2522 1.7251 0.5624
H 1.6644 1.0035 0.9458
H 2.3497 3.9170 0.9795
H 0.6889 3.3098 0.8211
H 1.6227 2.8644 2.2366


Record 2
Below is a molecular structure, C10H24Br2ClF3N4O4SSn, with properties calculated with the ωB97M-V functional and the def2-TZVPD basis.

Computed properties:
* energy relative to the best compared isomer or geometry (same formula, charge and spin): 11.34 kcal/mol
* HOMO-LUMO gap: 8.875 eV
* E_tot: -202338.4175 eV
* charge: 0
* HOMO energy: -8.56 eV

Atoms and positions in Å:
Sn 0.3835 1.7720 -0.6006
N -0.3890 2.6424 -2.9660
C -1.1216 1.4823 -3.5046
C -2.2586 1.2314 -2.5244
N -1.7726 0.7941 -1.2079
C -1.7476 -0.6494 -1.1525
C -0.3513 -1.2353 -1.3972
N 0.5913 -0.4918 -0.5702
H -1.0969 3.3128 -2.7304
H 0.3615 3.0849 -3.5283
H -0.4216 0.6079 -3.4854
H -1.4225 1.6679 -4.5240
H -3.0019 0.5036 -2.9286
H -2.8922 2.0891 -2.4768
H -2.3715 1.0295 -0.4445
H -2.4215 -0.9871 -1.8444
H -1.9832 -0.8595 -0.1388
H 0.0928 -1.0320 -2.4058
H -0.2264 -2.2848 -1.1684
H 1.5559 -0.5497 -0.8705
H 0.4798 -0.6390 0.4606
Br 3.0826 0.4027 -5.5431
C 2.7049 -1.2803 -4.7375
Br 1.2690 -2.2094 -5.6477
H 2.2893 -1.1103 -3.7192
H 3.5133 -1.9929 -4.7385
C 1.5079 -1.4698 3.9074
N 1.9953 -0.7361 2.8383
C 2.8897 -1.4201 1.8531
C 1.7802 0.5645 2.5855
C 1.1732 1.4638 3.6586
O 1.9626 1.0512 1.4433
H 2.2846 -1.8363 4.6579
H 1.0862 -2.4221 3.5484
H 0.6789 -0.9656 4.3391
H 2.3838 -2.2362 1.2388
H 3.7041 -1.9587 2.4206
H 3.3383 -0.6982 1.1826
H 1.6369 1.3659 4.6348
H 0.1124 1.4044 3.7265
H 1.4710 2.4766 3.4242
F -2.4942 -1.4418 3.7986
C -3.3478 -0.8633 2.9151
F -4.4876 -0.6092 3.4962
F -3.5766 -1.7592 1.9413
S -2.4781 0.6898 2.3317
O -3.2517 1.1422 1.1392
O -2.4645 1.5252 3.4452
O -1.1543 0.1174 1.9502
Cl 2.4043 1.3164 -2.0817